(1)
{
  "formula": "C28H31ClF2IrN6O7S",
  "method": "ωB97M-V/def2-TZVPD",
  "species": ["Ir", "O", "C", "O", "C", "C", "Cl", "N", "N", "C", "C", "O", "O", "C", "C", "C", "C", "C", "C", "H", "H", "H", "H", "H", "H", "N", "C", "C", "N", "H", "H", "H", "H", "H", "H", "H", "H", "O", "C", "N", "C", "O", "C", "C", "C", "C", "N", "C", "H", "H", "H", "H", "H", "H", "H", "H", "F", "C", "F", "H", "C", "S", "O", "C", "C", "C", "C", "C", "C", "H", "H", "H", "H", "H", "H", "H", "H"],
  "positions_angstrom": [[-0.41, 0.48, -0.46], [3.36, -1.75, 3.45], [2.24, -1.43, 4.06], [1.95, -1.84, 5.15], [1.27, -0.55, 3.33], [0.10, -0.04, 3.88], [-0.49, -0.07, 5.46], [-0.60, 0.58, 2.92], [0.06, 0.52, 1.74], [1.19, -0.16, 1.99], [2.15, -0.28, 0.83], [3.25, -0.77, 0.99], [1.71, 0.19, -0.30], [-1.79, 1.37, 3.06], [-3.01, 0.85, 2.67], [-4.15, 1.65, 2.79], [-4.04, 2.93, 3.31], [-2.81, 3.43, 3.72], [-1.67, 2.65, 3.60], [3.43, -1.37, 2.55], [-3.08, -0.16, 2.29], [-5.11, 1.26, 2.50], [-4.93, 3.54, 3.42], [-2.75, 4.42, 4.15], [-0.70, 3.00, 3.93], [0.20, 2.78, -0.39], [-0.96, 3.61, -0.03], [-2.16, 3.14, -0.82], [-2.41, 1.72, -0.50], [0.98, 2.90, 0.25], [0.55, 3.03, -1.32], [-0.77, 4.67, -0.22], [-1.14, 3.49, 1.04], [-1.96, 3.22, -1.89], [-3.03, 3.76, -0.59], [-3.06, 1.31, -1.16], [-2.85, 1.64, 0.42], [6.06, 1.18, -3.66], [5.29, 0.91, -4.81], [3.93, 0.84, -4.30], [2.89, 0.70, -5.14], [3.02, 0.58, -6.34], [1.50, 0.67, -4.53], [0.43, 0.57, -5.42], [-0.86, 0.51, -4.92], [-1.05, 0.56, -3.56], [-0.02, 0.64, -2.70], [1.23, 0.70, -3.18], [6.99, 1.21, -3.89], [5.56, -0.05, -5.27], [5.36, 1.69, -5.56], [3.84, 0.97, -3.31], [0.65, 0.54, -6.48], [-1.71, 0.43, -5.58], [-2.04, 0.50, -3.13], [2.01, 0.73, -2.43], [0.94, -3.12, -2.88], [1.75, -2.32, -2.20], [2.00, -2.82, -0.99], [2.64, -1.99, -2.73], [-2.22, -3.75, -0.89], [-2.32, -2.37, 0.23], [-1.52, -1.28, -0.56], [-1.35, -2.91, 1.59], [-1.97, -2.84, 2.84], [-1.28, -3.31, 3.95], [0.00, -3.82, 3.82], [0.60, -3.89, 2.56], [-0.07, -3.44, 1.44], [-1.18, -3.92, -1.16], [-2.81, -3.49, -1.77], [-2.65, -4.61, -0.39], [-2.98, -2.47, 2.94], [-1.75, -3.28, 4.93], [0.53, -4.17, 4.69], [1.60, -4.30, 2.46], [0.39, -3.51, 0.47]],
  "total_charge": 2,
  "gap_ev": [8.40, 6.07],
  "relative_energy_kj_mol": 35.2,
  "e_lumo_ev": [-5.5, -8.2],
  "e_tot_ha": -3102.6106,
  "multiplicity": 6
}


(2)
{
  "formula": "C4H6FN2",
  "method": "ωB97M-V/def2-TZVPD",
  "species": ["C", "C", "C", "C", "N", "N", "F", "H", "H", "H", "H", "H", "H"],
  "positions_angstrom": [[-0.81, 0.78, 0.85], [0.89, 1.17, -0.67], [0.59, -1.17, -0.30], [-1.58, -0.27, 0.45], [-0.08, 1.55, 0.03], [1.39, -0.14, -0.48], [-1.97, -0.41, -0.81], [-0.79, 1.05, 1.90], [1.43, 1.85, -1.31], [0.94, -2.00, 0.31], [-0.16, -1.38, -1.04], [-2.17, -0.86, 1.13], [2.31, -0.16, -0.05]],
  "total_charge": 1,
  "gap_ev": [6.64, 7.76],
  "relative_energy_kj_mol": 53.2,
  "e_lumo_ev": [-4.8, -8.3],
  "e_tot_ha": -364.9317,
  "multiplicity": 3
}


(3)
{
  "formula": "C6H24Fe2O15",
  "method": "ωB97M-V/def2-TZVPD",
  "species": ["Fe", "Fe", "C", "C", "C", "O", "C", "C", "C", "O", "O", "O", "H", "H", "O", "H", "H", "O", "H", "H", "O", "H", "H", "O", "H", "H", "O", "H", "H", "O", "H", "H", "O", "H", "H", "O", "H", "H", "O", "H", "H", "O", "H", "H", "O", "H", "H"],
  "positions_angstrom": [[-14.14, -6.28, 22.78], [-9.57, -11.02, 16.72], [-10.13, -7.25, 18.87], [-10.45, -8.69, 18.72], [-11.73, -9.28, 19.51], [-11.98, -10.47, 19.53], [-12.48, -8.32, 20.23], [-12.11, -7.00, 20.29], [-10.86, -6.46, 19.68], [-10.38, -5.25, 19.77], [-13.04, -6.27, 20.84], [-9.82, -9.50, 17.95], [-9.20, -6.89, 18.46], [-13.41, -8.66, 20.67], [-10.84, -11.58, 21.77], [-10.01, -11.43, 21.32], [-11.50, -11.26, 21.16], [-8.77, -2.91, 20.79], [-9.46, -3.52, 20.55], [-9.01, -2.61, 21.66], [-9.40, -4.36, 17.06], [-8.48, -4.17, 17.24], [-9.76, -4.61, 17.91], [-7.53, -11.25, 17.29], [-7.30, -10.59, 17.94], [-6.73, -11.76, 17.17], [-7.22, -5.71, 19.89], [-7.15, -4.98, 20.50], [-8.15, -5.72, 19.64], [-11.54, -10.56, 16.14], [-12.08, -10.98, 15.47], [-12.00, -9.74, 16.32], [-10.76, -6.55, 15.81], [-9.92, -7.02, 15.82], [-10.64, -5.83, 16.43], [-14.92, -8.17, 22.53], [-15.66, -8.36, 21.95], [-14.61, -9.04, 22.80], [-13.52, -12.42, 18.45], [-13.12, -11.63, 18.83], [-12.91, -12.69, 17.76], [-14.87, -7.05, 18.55], [-14.50, -7.05, 19.43], [-14.45, -6.31, 18.11], [-10.21, -12.22, 18.21], [-9.93, -12.97, 18.75], [-10.79, -11.72, 18.78]],
  "total_charge": 3,
  "gap_ev": [5.62, 4.79],
  "e_lumo_ev": [-12.2, -13.0],
  "e_tot_ha": -3897.8351,
  "multiplicity": 10
}